Formula: C53H37F6N7PSSc
Source: the OMol25 dataset
Level of theory: wB97M-V/def2-TZVPD

Summary:
Charge: +1
2S+1: 2
LUMO level (spin up / spin down) in hartree: -0.124 / -0.159
Maximum force in eV Å⁻¹: 0.21
HOMO energy (spin up / spin down) in eV: -9.06 / -9.78
Energy relative to the best compared isomer or geometry (same formula, charge and spin) in kcal per mole: 111.5

```
106
Properties=species:S:1:pos:R:3:forces:R:3:mulliken_spin:R:1
Sc -0.231 1.503 0.090 -0.12 0.13 -0.11 -0.004
S 0.717 1.933 -2.464 -0.04 -0.06 0.02 0.003
P 0.880 4.031 1.563 0.14 0.01 0.12 0.001
F -0.610 3.183 1.527 0.00 0.05 0.05 0.002
F 1.520 2.631 2.077 -0.01 0.08 0.04 0.000
F 0.130 5.271 0.933 -0.02 -0.02 -0.05 0.000
F 0.589 4.484 3.038 -0.01 0.03 0.00 0.000
F 2.293 4.699 1.453 -0.01 0.01 -0.02 0.000
F 1.027 3.367 0.014 0.08 0.05 -0.07 0.000
N 1.986 -0.138 1.697 0.08 -0.05 0.01 0.068
N -1.896 1.762 -3.329 0.01 -0.03 0.00 -0.002
N -0.727 0.581 1.957 -0.09 -0.06 0.06 0.044
N 1.493 -1.311 -0.199 0.02 0.07 -0.10 -0.004
N -0.404 1.083 -4.754 0.00 0.01 -0.02 0.000
N -1.504 -0.183 -0.301 0.01 -0.05 0.05 0.141
N -2.096 2.692 -1.133 0.00 -0.02 0.06 0.004
C 1.549 0.105 0.300 -0.05 0.08 -0.05 0.013
C 5.374 -2.878 -0.304 0.00 0.00 0.01 -0.020
C -3.073 0.552 1.385 0.00 0.02 0.05 0.067
C 3.392 -0.465 1.531 -0.11 0.04 0.00 0.242
C -0.787 0.123 4.173 -0.04 -0.01 0.02 -0.066
C 2.214 -0.332 4.073 -0.07 0.06 -0.03 0.007
C -0.456 -1.615 -1.915 -0.12 0.04 -0.04 0.046
C 2.830 0.845 -0.190 -0.01 -0.08 0.04 0.028
C 5.827 -2.030 1.908 0.02 -0.02 -0.02 -0.019
C 0.741 -1.943 -1.178 0.08 -0.06 0.11 -0.058
C -3.925 4.186 -0.656 0.00 0.00 -0.01 0.003
C 1.247 -3.263 -1.287 -0.09 0.05 -0.04 0.119
C 2.434 -2.227 0.284 -0.01 -0.12 -0.03 0.207
C -2.571 1.255 -4.444 0.01 0.03 -0.01 0.001
C 1.403 -0.059 2.860 0.02 -0.02 0.05 0.021
C -4.355 4.110 -1.968 0.01 0.01 0.01 -0.001
C -1.781 -3.892 -4.651 0.00 0.00 0.00 -0.010
C -2.918 -0.857 -1.951 0.00 0.02 0.01 -0.019
C -0.603 -2.372 -3.189 0.03 0.01 0.00 0.059
C -2.084 0.347 3.756 0.04 0.02 0.03 0.102
C -4.687 2.018 2.546 -0.01 0.00 0.00 0.024
C -0.551 1.600 -3.517 -0.01 0.00 0.02 0.002
C -5.518 -0.013 1.565 -0.01 0.00 0.00 0.038
C -1.644 0.844 -5.319 0.00 -0.01 0.01 0.000
C -2.787 0.103 0.091 0.08 -0.06 -0.06 -0.031
C 7.147 -2.438 1.794 -0.01 0.01 0.01 0.013
C 4.927 -2.245 0.860 0.00 0.00 -0.02 -0.011
C 2.458 0.729 4.939 0.01 -0.03 0.04 0.017
C 3.710 -0.746 6.365 0.00 0.00 0.00 0.004
C -4.450 0.845 1.826 0.00 0.00 -0.01 0.071
C 0.869 0.917 -5.440 -0.01 0.01 0.01 0.000
C 6.692 -3.285 -0.411 0.00 0.00 0.00 0.011
C 0.408 -2.277 -4.145 0.02 0.00 0.02 0.024
C 3.875 0.617 0.601 0.04 0.00 -0.01 -0.024
C 3.447 -1.807 5.508 0.00 -0.01 0.00 -0.004
C -2.017 0.594 2.356 -0.04 -0.06 -0.10 -0.067
C -6.797 0.310 1.988 0.00 0.00 0.00 -0.013
C -3.645 3.319 -2.849 -0.01 0.01 0.01 -0.001
C -2.545 2.606 -2.384 0.01 0.02 -0.03 0.003
C -0.791 -3.751 -5.614 0.00 0.00 0.00 0.023
C -5.969 2.344 2.961 0.00 0.00 0.00 -0.015
C 0.312 -2.949 -5.353 0.00 0.00 -0.01 -0.011
C 2.705 -1.602 4.356 0.03 -0.01 0.00 -0.006
C -1.545 -0.861 -1.469 0.05 -0.11 -0.08 -0.022
C 3.218 0.520 6.081 -0.01 0.01 -0.01 0.002
C 3.566 -1.728 1.020 0.06 0.00 0.00 -0.120
C 2.254 -3.443 -0.367 0.04 0.01 0.06 -0.076
C -7.028 1.492 2.678 0.00 -0.01 0.00 0.025
C 0.029 0.264 3.024 0.06 0.07 -0.01 0.115
C 7.579 -3.069 0.638 0.01 0.00 0.00 -0.019
C -1.687 -3.211 -3.446 -0.01 0.00 0.00 0.034
C -2.794 3.484 -0.299 0.02 -0.01 0.00 0.002
C -3.674 -0.265 -0.993 -0.05 0.00 0.00 0.025
H 1.566 1.665 -5.074 0.00 0.00 -0.01 0.000
H 1.284 -1.684 -3.912 0.00 0.01 -0.01 0.003
H -3.857 2.676 2.779 0.00 0.00 0.00 0.000
H -5.215 4.669 -2.311 0.00 0.00 0.00 0.000
H 1.105 -2.862 -6.085 0.00 0.00 0.00 0.000
H -4.437 4.787 0.081 0.00 0.00 0.00 0.000
H 4.697 -3.014 -1.136 -0.01 -0.01 0.00 0.001
H -1.747 0.385 -6.286 0.00 -0.01 0.01 0.000
H 0.701 1.063 -6.504 0.00 -0.01 0.00 0.000
H 3.422 1.346 6.748 0.00 -0.01 0.00 0.000
H 1.278 -0.074 -5.267 0.01 0.00 0.00 0.001
H -2.421 3.557 0.710 -0.01 0.00 0.00 -0.008
H -6.139 3.259 3.513 0.00 0.00 0.00 0.000
H 3.822 -2.796 5.737 0.00 0.00 0.00 0.000
H -2.984 0.280 4.344 0.00 0.00 0.00 0.003
H 7.034 -3.763 -1.319 0.00 0.00 0.00 0.000
H 4.295 -0.908 7.260 0.00 0.00 0.00 0.000
H -5.338 -0.955 1.062 0.00 0.00 0.01 0.003
H 8.608 -3.393 0.549 0.00 0.00 0.00 -0.001
H 2.815 -4.342 -0.171 0.00 -0.01 -0.01 0.001
H 4.882 0.993 0.520 0.00 0.01 0.01 -0.003
H 5.469 -1.562 2.817 0.00 0.00 0.00 -0.011
H -3.642 1.203 -4.486 0.00 0.00 0.00 0.000
H -0.866 -4.286 -6.551 0.00 0.00 0.00 0.001
H 2.501 -2.422 3.680 0.00 0.00 0.01 0.012
H 0.833 -4.012 -1.940 0.00 -0.01 -0.01 0.005
H -2.438 -3.366 -2.683 0.00 0.00 0.00 0.004
H 7.834 -2.272 2.613 0.00 0.00 0.00 0.000
H -2.620 -4.550 -4.831 0.00 0.00 0.00 0.000
H -7.615 -0.371 1.792 0.00 0.00 0.00 0.000
H -3.922 3.277 -3.890 0.01 -0.01 0.00 0.000
H 2.830 1.495 -1.050 0.01 0.01 0.00 -0.003
H -0.452 -0.154 5.159 0.00 0.00 0.00 -0.002
H -4.743 -0.125 -1.007 0.01 0.00 -0.01 0.006
H 2.066 1.712 4.709 0.00 0.00 0.00 -0.004
H -8.027 1.742 3.007 0.00 0.00 0.00 0.001
H -3.272 -1.285 -2.874 0.00 0.00 0.00 0.003
```
Forces are in eV/Å.



Formula: C53H38N5O7P2S2V
Source: the OMol25 dataset
Level of theory: wB97M-V/def2-TZVPD

Summary:
Charge: +2
2S+1: 3
LUMO level (spin up / spin down) in hartree: -0.248 / -0.247
Maximum force in eV Å⁻¹: 0.61
HOMO energy (spin up / spin down) in eV: -13.09 / -12.81
Energy relative to the best compared isomer or geometry (same formula, charge and spin) in kcal per mole: 85.1

```
108
Properties=species:S:1:pos:R:3:forces:R:3:mulliken_spin:R:1
V -0.390 -0.107 0.179 0.14 0.08 0.20 1.791
S -1.240 1.333 1.963 -0.01 0.05 -0.07 0.082
S -0.597 -1.039 -5.515 0.06 -0.07 -0.01 0.001
P 1.594 0.054 1.700 -0.30 -0.21 -0.02 -0.087
P 0.342 2.047 -0.830 0.08 0.05 0.03 0.072
O -8.046 1.713 -0.713 -0.04 -0.25 0.10 0.000
O -3.097 1.609 -0.446 -0.03 -0.03 -0.15 0.003
O -9.189 -0.116 -0.547 0.22 0.16 0.06 0.000
O -4.719 -4.383 -0.224 -0.20 0.14 0.19 0.000
O -2.158 -0.406 -0.372 0.09 -0.11 -0.18 0.005
O -6.873 -4.361 -0.338 0.14 0.09 0.23 0.000
O -2.629 1.177 2.398 -0.08 0.02 0.11 -0.002
N -8.151 0.510 -0.585 -0.10 0.05 -0.21 0.000
N 1.425 -3.495 -2.123 0.03 0.04 0.10 0.001
N -5.799 -3.813 -0.270 0.06 -0.12 -0.60 0.000
N -0.460 -0.565 -3.011 0.00 0.04 -0.01 0.037
N 0.079 -2.149 -0.803 0.20 -0.40 0.10 -0.041
C 2.686 -6.239 -0.002 0.00 -0.01 -0.06 0.001
C 0.106 -2.227 -4.539 -0.10 0.09 0.07 0.000
C -3.196 0.399 -0.421 -0.12 -0.02 0.17 0.003
C -6.890 -0.268 -0.501 -0.05 0.03 0.05 0.000
C -0.267 3.342 0.298 -0.03 0.01 -0.01 0.021
C 1.199 -2.230 0.217 0.02 0.05 -0.30 -0.051
C 0.732 -1.483 1.436 0.07 -0.04 -0.05 0.169
C -1.879 3.463 -3.960 -0.03 0.03 -0.05 0.001
C 1.827 0.513 4.471 0.00 0.00 -0.02 0.000
C -4.552 -1.700 -0.351 -0.13 0.07 -0.02 0.001
C -6.976 -1.647 -0.421 0.10 0.07 0.00 0.001
C 4.916 2.259 -1.300 0.01 0.01 -0.01 0.000
C 5.475 1.126 1.948 0.02 0.00 0.01 0.002
C 4.091 1.137 1.899 0.00 0.03 0.01 -0.018
C 1.818 -4.259 -0.979 -0.02 0.07 -0.05 0.011
C 4.251 3.350 -0.763 0.00 0.02 0.00 0.001
C -5.779 -2.333 -0.349 0.02 -0.10 0.17 -0.002
C -1.077 -3.057 2.039 0.07 0.03 0.05 -0.082
C -1.481 3.060 -2.694 -0.03 0.03 -0.02 -0.009
C -0.714 5.676 0.748 0.01 0.01 0.00 0.000
C -0.173 4.687 -0.058 0.02 0.01 -0.02 -0.005
C 5.470 -1.263 1.672 0.04 0.00 0.00 0.001
C 2.542 -5.661 1.251 0.00 -0.03 0.04 -0.001
C -0.135 -2.158 2.386 -0.09 0.01 0.11 0.115
C -1.509 4.008 2.281 0.02 0.03 -0.03 -0.005
C -1.044 -3.043 -0.509 -0.02 0.14 0.07 -0.019
C 1.058 0.645 3.319 -0.04 0.02 0.01 -0.078
C -5.689 0.415 -0.508 -0.02 -0.07 0.02 0.000
C 0.084 -1.805 -3.227 0.08 -0.10 -0.16 -0.033
C 1.672 -3.653 0.267 0.12 -0.19 0.15 0.022
C -1.469 -3.435 0.697 -0.03 -0.04 -0.17 0.016
C 0.733 2.631 -3.539 0.01 0.07 -0.07 -0.003
C 4.083 -1.260 1.643 -0.06 -0.07 0.01 -0.010
C -0.227 1.167 3.427 0.03 0.02 -0.01 0.029
C 2.153 2.179 -0.931 0.02 0.01 0.07 -0.093
C 6.166 -0.072 1.826 0.01 0.00 0.01 -0.003
C -1.385 5.339 1.916 -0.01 -0.03 0.01 0.001
C 0.570 -2.513 -2.072 -0.02 0.09 -0.12 0.087
C -4.510 -0.318 -0.434 -0.02 0.19 -0.02 -0.008
C 3.388 -0.058 1.749 0.06 0.04 -0.05 -0.004
C -0.172 2.631 -2.478 0.08 0.01 -0.01 0.001
C 2.039 -4.372 1.389 -0.04 0.05 -0.04 -0.008
C -0.980 3.445 -5.020 0.01 0.03 0.01 -0.003
C 2.833 1.082 -1.464 0.03 -0.02 0.01 0.068
C 4.204 1.118 -1.650 0.01 -0.01 -0.01 0.012
C -0.940 3.029 1.480 0.00 0.04 0.09 -0.012
C 2.874 3.313 -0.576 0.01 0.04 -0.03 -0.023
C -0.849 -0.049 -4.131 -0.07 0.01 0.07 0.003
C -0.786 1.489 4.651 0.04 0.01 0.03 0.001
C -0.007 1.351 5.793 -0.05 0.02 0.01 -0.001
C 2.323 -5.535 -1.142 0.03 -0.02 0.13 0.000
C 0.329 3.035 -4.804 -0.01 0.05 0.01 0.002
C 1.295 0.880 5.700 0.03 -0.01 0.00 -0.001
H 3.562 2.079 1.985 -0.02 -0.01 0.00 -0.002
H 2.822 -6.220 2.134 0.00 0.00 -0.02 0.000
H -1.293 3.770 -6.004 0.00 0.00 0.01 0.000
H 3.080 -7.242 -0.094 -0.01 0.01 -0.01 0.000
H -1.656 -3.521 2.827 0.03 0.02 0.03 0.006
H 3.555 -2.202 1.567 -0.01 0.04 -0.01 0.002
H 2.376 4.177 -0.158 -0.02 -0.02 0.00 0.000
H -0.631 6.713 0.452 0.00 -0.01 0.00 0.000
H 4.802 4.241 -0.491 0.00 -0.01 0.00 0.000
H 1.045 3.047 -5.616 -0.01 0.00 0.00 0.000
H 6.006 -2.200 1.594 0.00 0.01 0.01 0.000
H -1.293 0.936 -4.216 -0.04 -0.09 -0.02 -0.002
H -2.315 -4.112 0.640 -0.01 0.00 -0.01 0.001
H -5.671 1.493 -0.563 0.00 0.01 0.00 0.000
H 1.826 -3.759 -3.014 -0.01 0.03 -0.07 0.000
H 2.831 0.114 4.410 0.00 0.00 0.00 -0.001
H -1.550 -3.376 -1.406 -0.05 -0.04 0.05 0.001
H -3.646 -2.274 -0.286 0.06 -0.05 0.01 0.001
H -1.815 1.820 4.708 0.01 0.00 0.00 0.000
H 7.247 -0.078 1.864 -0.01 0.00 -0.01 0.000
H 2.425 -5.978 -2.126 -0.01 0.00 0.00 0.000
H 0.447 -3.162 -4.957 -0.01 0.00 0.04 0.000
H -0.421 1.608 6.759 0.00 0.00 -0.01 0.000
H -2.894 3.807 -4.113 0.01 -0.01 -0.01 0.000
H -1.832 6.110 2.528 0.01 -0.01 0.00 0.000
H 1.896 0.777 6.594 -0.01 0.00 -0.01 0.000
H 4.720 0.263 -2.068 0.00 0.01 0.00 0.000
H 1.930 -3.930 2.371 0.00 0.00 -0.01 -0.001
H -0.031 -1.901 3.436 -0.03 0.00 0.00 0.001
H 0.296 4.961 -0.995 0.00 0.00 0.01 0.000
H 1.763 2.336 -3.391 -0.03 -0.01 0.00 0.000
H -2.072 3.729 3.162 0.01 0.00 -0.01 0.000
H 2.274 0.197 -1.762 -0.02 0.01 0.02 0.008
H 6.014 2.056 2.079 0.00 -0.02 0.00 0.000
H -7.929 -2.153 -0.417 -0.02 -0.01 0.01 0.000
H 5.988 2.294 -1.444 -0.01 0.00 0.00 0.000
H -2.188 3.092 -1.879 -0.06 -0.07 0.08 0.001
H 2.009 -1.654 -0.255 0.01 0.03 0.04 0.027
```
Forces are in eV/Å.



Look up the 2S+1 of the first one. 2



Number 2 is which compound? C53H38N5O7P2S2V



maximum force of number 1 (C53H37F6N7PSSc)? 0.21 eV Å⁻¹



Among the records above, which one has the lowest charge? C53H37F6N7PSSc